Record 1
The following is a quantum chemistry calculation of a structure of composition C3H9Cl2NP in a non-equilibrium geometry, from OMol25.

Cartesian coordinates (Å):
C: -1.2232 -1.2402 1.0339
C: -0.9545 1.2464 0.6781
C: 1.1129 0.2498 -1.8696
N: -0.4056 -0.1339 0.5864
P: 1.0584 -0.3172 -0.1994
Cl: 2.9888 1.4383 0.7631
Cl: 1.6009 -2.1472 -0.1609
H: -0.4841 -2.0935 1.3655
H: -1.7983 -1.0293 1.8461
H: -1.8789 -1.5374 0.3253
H: -2.0363 1.2592 0.8005
H: -0.6800 1.5897 1.7173
H: -0.5127 1.9698 -0.0864
H: 0.0256 0.3787 -2.1596
H: 1.4687 -0.6737 -2.4434
H: 1.7181 1.0406 -2.1967

Cartesian forces (eV/Å) of the 6 atoms listed first:
C 4.8 -2.1 1.3
C 1.3 1.0 1.6
C -1.9 -2.5 -1.7
N 1.7 0.9 -2.0
P -0.1 3.2 2.2
Cl -2.3 -2.2 -1.0

Results
LUMO (alpha / beta)	-6.7 / -6.7	eV
molecular weight	160.99	g mol⁻¹
orbital gap (alpha / beta)	7.68 / 7.69	eV
ΔE to the lowest compared entry with this formula, charge and spin	2.689	eV
net charge	+1
largest force on an atom	5.42	eV/Å

Löwdin atomic charge list, values in e, 2 entries:
1. C -0.082
2. C -0.066

Record 2
The following is a quantum chemistry calculation of a cluster of 12 separate species, C45H111N3O12 in total in a non-equilibrium geometry, from OMol25.

Cartesian coordinates (Å):
C: 1.8806 -6.5813 1.2930
C: 1.2825 -5.2587 1.7817
C: -0.0076 -5.0618 0.9463
C: 0.9304 -5.2697 3.3444
C: 2.1519 -5.1721 4.2321
C: 3.0631 -3.9796 3.9242
C: 3.3623 -3.8273 2.4473
C: 3.8665 -2.3732 2.2058
C: 4.4957 -4.8111 2.1254
N: 2.2115 -4.0576 1.5822
O: 2.4096 -3.7289 0.2406
H: 1.0830 -7.3075 1.1362
H: 2.1422 -6.3289 0.2654
H: 2.6998 -6.8940 1.9406
H: -0.4748 -4.1040 1.1754
H: 0.1252 -5.0107 -0.1343
H: -0.7073 -5.8377 1.2570
H: 0.3028 -4.4280 3.6371
H: 0.3332 -6.1281 3.6522
H: 1.9282 -5.1365 5.2983
H: 2.7545 -6.0721 4.1093
H: 3.9323 -3.8667 4.5722
H: 2.4487 -3.1712 4.3204
H: 4.6217 -2.1118 2.9470
H: 3.0901 -1.6318 2.3943
H: 4.2380 -2.2814 1.1852
H: 4.4120 -5.7700 2.6369
H: 5.4467 -4.3220 2.3363
H: 4.7299 -5.0075 1.0791
H: 3.0484 -4.3986 -0.0143
C: -0.2854 3.7643 -1.0534
C: 0.7186 3.8254 0.0940
C: 1.5175 2.4277 0.1887
C: 1.8267 4.9024 -0.2141
C: 1.4700 6.3181 -0.0335
C: 0.9975 6.5591 1.4616
C: -0.1488 5.5586 1.9150
C: -0.0900 5.5187 3.4637
C: -1.4817 6.2011 1.4693
N: 0.0774 4.1819 1.4478
O: -0.9265 3.3443 1.7112
H: -1.1222 3.1394 -0.7414
H: -0.7947 4.7189 -1.1850
H: 0.0792 3.3834 -2.0074
H: 0.8808 1.5695 0.4036
H: 2.0339 2.2460 -0.7538
H: 2.0964 2.3951 1.1117
H: 2.7045 4.6951 0.3980
H: 2.0630 4.7513 -1.2674
H: 2.2269 7.0286 -0.3657
H: 0.6060 6.4436 -0.6861
H: 0.6984 7.5935 1.6309
H: 1.8704 6.4961 2.1115
H: -0.3015 6.5373 3.7891
H: 0.8791 5.2238 3.8659
H: -0.8604 4.8480 3.8442
H: -1.5051 6.2235 0.3798
H: -1.7691 7.2103 1.7643
H: -2.3365 5.6445 1.8534
H: -0.5519 2.6928 2.3085
C: -0.3438 1.0949 -8.3125
C: -0.1073 1.6782 -6.9172
C: 1.2425 2.4246 -6.8252
C: -1.2076 2.6487 -6.5705
C: -1.2336 3.0824 -5.0456
C: -1.4651 1.8396 -4.1857
C: -0.4103 0.8164 -4.4830
C: 0.8547 1.2427 -3.6263
C: -0.9388 -0.5599 -3.9249
N: -0.1277 0.5351 -5.8968
O: 0.8887 -0.4690 -6.0937
H: 0.1077 1.8455 -8.9613
H: 0.2590 0.2116 -8.5234
H: -1.4090 0.9345 -8.4790
H: 1.6454 2.4112 -5.8125
H: 1.9670 1.9969 -7.5183
H: 1.0967 3.4555 -7.1477
H: -1.1430 3.4535 -7.3028
H: -2.1406 2.1094 -6.7341
H: -0.3025 3.6223 -4.8734
H: -2.0619 3.7848 -4.9520
H: -2.4768 1.4413 -4.2626
H: -1.4031 2.3102 -3.2045
H: 0.7275 0.8497 -2.6176
H: 0.9774 2.3246 -3.5760
H: 1.7523 0.7212 -3.9586
H: -1.4175 -0.5526 -2.9457
H: -0.2934 -1.4366 -3.9794
H: -1.7681 -0.8728 -4.5592
H: 0.3406 -1.2157 -6.3463
C: -4.3606 -3.1900 0.6007
C: -4.0794 -3.1220 -0.9177
O: -4.9373 -3.9508 -1.6469
H: -5.4316 -3.0773 0.7696
H: -3.9070 -2.3488 1.1248
H: -4.0949 -4.0597 1.2017
H: -3.0134 -3.2939 -1.0673
H: -4.2208 -2.0960 -1.2574
H: -4.4445 -4.3612 -2.3613
C: -4.7821 -0.2929 -4.0403
C: -6.1504 -0.7199 -3.6074
O: -6.3390 -2.1408 -3.9397
H: -4.0374 -0.9868 -3.6504
H: -4.3758 0.6479 -3.6689
H: -4.6039 -0.2052 -5.1121
H: -6.8887 -0.1774 -4.1979
H: -6.2761 -0.4777 -2.5521
H: -6.4764 -2.2794 -4.8797
C: -2.0214 -1.8765 4.7785
C: -2.3987 -1.7695 6.3039
O: -2.4653 -3.0870 6.8952
H: -1.7723 -0.8698 4.4429
H: -2.7877 -2.2630 4.1065
H: -1.1001 -2.4275 4.5895
H: -3.3360 -1.2471 6.4956
H: -1.6838 -1.2145 6.9114
H: -2.7584 -2.9365 7.7969
C: -1.3094 1.8373 7.3054
C: -1.7686 3.1904 6.7507
O: -3.1626 3.1127 6.7616
H: -1.8076 1.1305 6.6418
H: -1.5840 1.6746 8.3476
H: -0.2228 1.8478 7.2199
H: -1.3294 3.5346 5.8144
H: -1.5828 3.8689 7.5833
H: -3.5429 3.9941 6.7649
C: 5.0627 0.5956 -0.3202
C: 5.1543 -0.3010 -1.6185
O: 5.7956 -1.4460 -1.1633
H: 4.4395 1.4798 -0.4546
H: 6.0517 0.8699 0.0467
H: 4.5696 -0.0123 0.4384
H: 5.8621 0.0898 -2.3496
H: 4.2026 -0.4523 -2.1279
H: 5.5632 -2.1214 -1.8047
C: -3.9612 1.1190 -0.5453
C: -5.0339 0.8466 0.5794
O: -6.3619 0.4927 0.0652
H: -3.6381 0.2709 -1.1490
H: -3.0652 1.5763 -0.1255
H: -4.4107 1.8137 -1.2548
H: -5.2930 1.7928 1.0545
H: -4.7931 0.1286 1.3634
H: -6.9106 1.2791 0.1119
C: 3.2672 -2.7903 -4.4533
C: 4.8356 -2.9045 -4.4332
O: 5.2097 -3.2992 -3.1979
H: 2.8077 -3.7454 -4.1989
H: 2.8043 -2.4866 -5.3922
H: 2.8565 -2.0821 -3.7337
H: 5.1511 -1.8757 -4.6063
H: 5.3273 -3.5058 -5.1979
H: 6.0606 -3.7303 -3.3066
C: -0.9260 -0.6755 -0.1115
C: -0.5293 -1.0460 1.2923
O: 0.8539 -1.1955 1.4900
H: -1.8023 -1.2419 -0.4267
H: -0.0200 -0.9143 -0.6684
H: -0.9842 0.3860 -0.3524
H: -0.9902 -1.9369 1.7188
H: -0.8504 -0.2532 1.9680
H: 1.1270 -2.0817 1.2417
C: 1.8882 0.5104 4.8646
C: 1.4488 1.7520 4.0295
O: 0.2849 1.3605 3.3174
H: 2.3205 -0.0920 4.0656
H: 1.1046 -0.0594 5.3640
H: 2.6593 0.6989 5.6115
H: 2.2168 2.3184 3.5028
H: 1.1968 2.5822 4.6893
H: 0.5182 0.6781 2.6837

Cartesian forces (eV/Å) of the 6 atoms listed first:
C -0.3 1.0 -0.2
C -0.2 0.9 0.8
C 0.1 0.9 0.8
C 0.2 0.6 -0.6
C 1.7 -0.9 0.1
C -2.3 0.4 0.6

Results
LUMO	0.5	eV
molecular weight	886.39	g mol⁻¹
SMILES	CC1(C)CCCC(C)(C)N1O.CC1(C)CCCC(C)(C)N1O.CC1(C)CCCC(C)(C)N1O.CCO.CCO.CCO.CCO.CCO.CCO.CCO.CCO.CCO
orbital gap	8.27	eV
ΔE to the lowest compared entry with this formula, charge and spin	3.637	eV
largest force on an atom	4.57	eV/Å

Löwdin atomic charge list, values in e, 2 entries:
1. C -0.027
2. C -0.437

Record 3
The following is a quantum chemistry calculation of a structure of composition C18H24N2O7SSi2 in a non-equilibrium geometry, from OMol25.

Cartesian coordinates (Å):
C: -3.1649 -0.4076 -1.9484
C: -2.4038 -1.3619 -1.8149
C: -1.1373 -2.2194 -1.4728
C: -0.3786 -2.7818 -2.7537
C: -0.2046 -1.7330 -3.9406
Si: 0.6299 -0.0953 -3.4631
O: 0.7686 0.8240 -4.9233
Si: -0.7626 1.3294 -5.5079
S: 2.6534 -0.2917 -2.6877
C: 2.6141 -0.5205 -0.8343
O: 3.3027 1.0485 -2.8803
O: 3.4925 -1.3024 -3.3742
H: -3.7950 0.4656 -2.2699
H: -0.4014 -1.6772 -0.7998
H: -1.5307 -3.1314 -0.9110
H: -1.0331 -3.6230 -3.1661
H: 0.5988 -3.2830 -2.4594
H: 0.4272 -2.2224 -4.7583
H: -1.2404 -1.5926 -4.4018
H: -0.2398 0.7047 -2.5802
H: -1.7930 1.2029 -4.4501
H: -0.7316 2.6774 -6.0975
H: -1.2037 0.4291 -6.5978
H: 3.2588 -1.4333 -0.6261
H: 3.0186 0.4156 -0.3282
H: 1.5600 -0.6651 -0.4408
C: -6.8797 0.7356 3.2537
C: -5.9601 0.1860 4.1398
C: -4.9844 -0.6872 3.6767
C: -4.9369 -0.9992 2.3228
C: -5.8571 -0.4599 1.4316
C: -6.8316 0.4105 1.9028
N: -3.8935 -1.9006 1.8251
O: -3.1123 -2.3712 2.6378
O: -3.8628 -2.1252 0.6268
H: -7.6372 1.4218 3.6177
H: -6.0023 0.4413 5.1925
H: -4.2730 -1.1095 4.3760
H: -5.8268 -0.7040 0.3762
H: -7.5526 0.8392 1.2162
C: 5.8673 1.3695 1.0014
C: 5.1048 2.5076 1.2386
C: 4.7409 2.8422 2.5368
C: 5.1506 2.0314 3.5896
C: 5.9070 0.8878 3.3596
C: 6.2645 0.5582 2.0583
N: 4.7897 2.3948 4.9642
O: 4.1093 3.3947 5.1272
O: 5.1935 1.6789 5.8657
H: 6.1546 1.1139 -0.0135
H: 4.7965 3.1359 0.4104
H: 4.1466 3.7311 2.7104
H: 6.2244 0.2504 4.1761
H: 6.8565 -0.3296 1.8675

Cartesian forces (eV/Å) of the 6 atoms listed first:
C 0.5 -0.6 -0.8
C 1.2 1.5 0.5
C -1.1 -0.7 -0.3
C -0.8 -0.5 -0.5
C 0.2 -1.3 0.0
Si -1.8 0.6 -2.8

Results
LUMO	-0.7	eV
molecular weight	468.64	g mol⁻¹
orbital gap	9.46	eV
largest force on an atom	5.29	eV/Å

Löwdin atomic charge list, values in e, 2 entries:
1. C 0.064
2. C -0.143